[1]
C12H24N2O2 in the gas phase, computed with ωB97M-V/def2-TZVPD.

Values from the calculation:
**LUMO energy**: 0.340 eV
**HOMO energy**: -9.2730 eV
**ΔE to the lowest compared entry with this formula, charge and spin**: 208.3 kcal per mole
**SMILES**: COCCCCC[C@@H]1C[C@@H](CCN)NC1=O

CARTESIAN COORDINATES (ANGSTROEM)
C1 6.7228 1.2791 1.2483
O1 5.4188 0.7330 0.8404
C2 5.4741 0.0672 -0.4702
C3 4.1447 -0.9376 -0.6052
C4 2.7137 -0.0894 -0.5791
C5 1.4299 -0.9466 -1.1422
C6 0.3610 -1.4095 0.0357
C7 -1.0310 -0.5438 0.0567
C8 -2.3084 -1.1243 0.9663
C9 -3.6696 -0.5620 0.1808
C10 -4.7742 0.2952 1.0371
C11 -5.9609 0.8564 0.0063
N1 -6.1456 2.3805 0.1281
N2 -3.0876 0.3502 -0.9115
C12 -1.8530 -0.4315 -1.3757
O2 -1.5794 -0.9115 -2.5910
H1 6.5367 2.3982 1.5983
H2 7.1537 0.7076 2.1975
H3 7.5231 1.3278 0.3931
H4 5.5689 0.8051 -1.3876
H5 6.4329 -0.6347 -0.5122
H6 4.2054 -1.4649 -1.6682
H7 4.1778 -1.8002 0.1863
H8 2.5431 0.4065 0.4708
H9 2.8814 0.8173 -1.3374
H10 0.8799 -0.2502 -1.9238
H11 1.8448 -1.9185 -1.6963
H12 0.9018 -1.4875 1.0886
H13 0.0503 -2.5273 -0.2456
H14 -0.7651 0.5470 0.4531
H15 -2.3406 -0.8443 2.1051
H16 -2.4789 -2.2999 0.8542
H17 -4.3079 -1.3262 -0.4377
H18 -5.3365 -0.3492 1.8387
H19 -4.3087 1.2672 1.5371
H20 -7.0062 0.3381 0.2082
H21 -5.6981 0.6662 -1.1324
H22 -5.2598 2.8553 -0.2170
H23 -6.2681 2.5663 1.1631
H24 -2.7849 1.1951 -0.3606

[2]
C12H24N2O2S in the gas phase, computed with ωB97M-V/def2-TZVPD.

Values from the calculation:
**LUMO energy**: 0.622 eV
**HOMO energy**: -8.3296 eV
**SMILES**: CC(=O)SCC(=O)CCCCCNCCCN

CARTESIAN COORDINATES (ANGSTROEM)
C1 -5.6479 -2.1798 -2.0281
C2 -4.6345 -2.5458 -0.9981
O1 -3.4910 -2.8665 -1.3249
S1 -4.9849 -2.5798 0.7442
C3 -3.4415 -2.8051 1.7455
C4 -2.8858 -1.5079 2.4309
O2 -2.6514 -1.5917 3.6296
C5 -2.8364 -0.1096 1.8014
C6 -2.1565 -0.0122 0.4590
C7 -0.6860 -0.4687 0.5543
C8 0.1866 0.7098 0.4601
C9 1.5816 0.3338 0.8456
N1 2.5554 1.4045 0.3470
C10 4.0450 1.2047 0.3661
C11 4.9329 2.2449 -0.4211
C12 4.9190 1.8554 -1.8422
N2 5.8980 2.6499 -2.6176
H1 -5.1301 -2.0061 -2.9910
H2 -6.4092 -2.8789 -2.1541
H3 -6.0798 -1.2555 -1.7446
H4 -2.6432 -3.0571 1.0359
H5 -3.6389 -3.4501 2.5843
H6 -2.4032 0.6433 2.5115
H7 -3.9291 0.2291 1.7161
H8 -2.8190 -0.6271 -0.2924
H9 -2.1280 0.9992 0.1506
H10 -0.4146 -1.1179 -0.3027
H11 -0.6527 -1.0405 1.5023
H12 0.1453 1.1820 -0.5120
H13 -0.0815 1.4628 1.1578
H14 1.7061 -0.6308 0.3428
H15 1.6438 0.1117 1.9146
H16 2.2604 2.3743 0.5792
H17 4.2185 0.2548 -0.0203
H18 4.4227 1.2428 1.3664
H19 5.9752 2.3110 0.0113
H20 4.3913 3.1812 -0.3302
H21 5.1417 0.7338 -1.9004
H22 3.9085 1.9999 -2.2724
H23 5.4635 3.4675 -3.1243
H24 6.3496 2.1349 -3.3802

[3]
A gas-phase ion, C12H24N2O5PS2 (charge +1), computed with ωB97M-V/def2-TZVPD.

Values from the calculation:
**LUMO energy**: -3.076 eV
**HOMO energy**: -11.2993 eV
**ΔE to the lowest compared entry with this formula, charge and spin**: 0.0 kcal per mole
**Charge**: +1

CARTESIAN COORDINATES (ANGSTROEM)
O1 -3.1392 2.5783 -4.2276
P1 -1.8637 3.2687 -4.2241
O2 -1.8565 4.6688 -3.5172
O3 -1.3239 3.5921 -5.6686
C1 -0.5646 2.2890 -3.3653
S1 -1.1269 0.6134 -3.0702
C2 -2.6541 0.6619 -2.1136
C3 -2.8422 1.8742 -1.1821
O4 -1.6632 2.3860 -0.5986
C4 0.1265 -0.1712 -2.0211
C5 -0.3812 -1.5176 -1.5013
C6 -0.7368 -1.4072 -0.0031
C7 0.5354 -1.5689 0.8777
C8 0.4082 -2.6874 1.9040
C9 1.5362 -2.5713 2.9677
C10 0.9749 -2.5479 4.3760
S2 2.1970 -2.0982 5.6627
C11 3.3518 -1.1384 4.7785
N1 4.5540 -1.3767 4.4608
N2 4.9923 -0.2662 3.7620
C12 4.0446 0.5386 3.6989
O5 2.9346 0.0651 4.3376
H1 -2.1417 4.5605 -2.5976
H2 -0.4401 3.2179 -5.7728
H3 -0.2139 2.7934 -2.4723
H4 0.2974 2.1869 -4.0210
H5 -3.4438 0.7047 -2.8563
H6 -2.8053 -0.2612 -1.5698
H7 -3.3875 2.6483 -1.7057
H8 -3.4979 1.5433 -0.3759
H9 -1.0738 1.6751 -0.3360
H10 0.4964 0.4971 -1.2493
H11 0.9611 -0.3547 -2.6925
H12 -1.2860 -1.8294 -2.0196
H13 0.3713 -2.2856 -1.6149
H14 -1.1826 -0.4407 0.2268
H15 -1.4337 -2.1843 0.2948
H16 1.4005 -1.7708 0.2496
H17 0.7562 -0.6444 1.4098
H18 0.5011 -3.6570 1.4257
H19 -0.5450 -2.5929 2.4140
H20 2.1115 -1.6823 2.7280
H21 2.2282 -3.4032 2.8886
H22 0.1455 -1.8537 4.4481
H23 0.6414 -3.5424 4.6517
H24 4.0373 1.4903 3.2134

[4]
2 unconnected molecules or ions with the total composition C12H24N2O8, computed with ωB97M-V/def2-TZVPD.

Values from the calculation:
**LUMO energy**: 0.548 eV
**HOMO energy**: -9.4795 eV
**ΔE to the lowest compared entry with this formula, charge and spin**: 1.0 kcal per mole
**SMILES**: CO[C@@H]1OC[C@@H](O)[C@@H](O)[C@@H]1O.CNC(=O)[C@H](CO)NC(C)=O

CARTESIAN COORDINATES (ANGSTROEM)
C1 -3.5248 0.0094 -3.1263
O1 -2.5642 -1.0206 -2.8616
C2 -1.9049 -0.8807 -1.5912
O2 -1.1123 0.3198 -1.5587
C3 -0.0603 0.3571 -2.5414
C4 0.8924 -0.8460 -2.4290
O3 1.7199 -0.7686 -1.2613
C5 0.1100 -2.1642 -2.3708
O4 0.9975 -3.2422 -2.0343
C6 -1.0008 -2.0992 -1.3163
O5 -1.7193 -3.3500 -1.3206
H1 -4.2680 0.0603 -2.3245
H2 -4.0445 -0.1993 -4.0658
H3 -3.0370 0.9853 -3.2143
H4 -2.6570 -0.8242 -0.7974
H5 0.5137 1.2797 -2.4222
H6 -0.4971 0.3765 -3.5448
H7 1.5410 -0.8612 -3.3106
H8 2.1131 -1.6569 -1.1386
H9 -0.3470 -2.3513 -3.3494
H10 0.4489 -4.0346 -1.8704
H11 -0.5491 -1.9609 -0.3293
H12 -2.4980 -3.2916 -0.7385
C7 1.9812 2.5480 0.1715
N1 0.8174 2.8160 1.0183
C8 0.0983 1.9283 1.7143
O6 -0.8384 2.3275 2.3980
C9 0.4892 0.4375 1.7102
C10 -0.5518 -0.4865 2.3599
O7 -1.8037 -0.3319 1.7265
N2 1.8371 0.1617 2.2402
C11 2.4077 0.5508 3.3817
C12 1.6620 1.3984 4.3942
O8 3.5581 0.2196 3.6184
H13 1.7831 1.7086 -0.4968
H14 2.2110 3.4271 -0.4325
H15 2.8492 2.3129 0.7909
H16 0.4989 3.7700 1.0932
H17 0.5040 0.1531 0.6606
H18 -0.2288 -1.5233 2.2567
H19 -0.6577 -0.2566 3.4194
H20 -2.0922 0.5739 1.9106
H21 2.4432 -0.3841 1.6474
H22 2.2580 1.4581 5.3037
H23 1.5208 2.4015 3.9991
H24 0.7008 0.9525 4.6317

[5]
A molecular structure, C12H24N3O18Ti, computed with ωB97M-V/def2-TZVPD.

Values from the calculation:
**Spin multiplicity**: 4
**LUMO energy (spin up / spin down)**: 3.645 / 3.634 eV
**HOMO energy (spin up / spin down)**: 0.9329 / -2.1702 eV
**ΔE to the lowest compared entry with this formula, charge and spin**: 0.0 kcal per mole
**Charge**: -2

CARTESIAN COORDINATES (ANGSTROEM)
Ti1 -1.4834 -0.1029 0.2565
N1 -3.5614 2.6977 0.6438
O1 -2.8904 1.7553 0.1277
O2 -3.3040 3.8711 0.3090
O3 -4.4673 2.4540 1.4333
N2 -3.3416 -1.3384 2.9414
O4 -3.5847 -2.5439 3.0089
O5 -2.1692 -0.9446 2.6359
O6 -4.2154 -0.4926 3.1749
N3 -1.9096 -3.8014 0.0475
O7 -0.9322 -4.5735 -0.0402
O8 -1.7349 -2.5638 0.1186
O9 -3.0612 -4.2570 0.0380
C1 -4.4129 1.4947 -3.1726
C2 -3.5106 0.3595 -2.7453
O10 -2.3829 0.3431 -3.6717
C3 -1.1927 0.1169 -3.1435
O11 -0.9378 -0.0542 -1.9765
O12 -0.2744 0.1501 -4.1126
C4 1.0387 -0.2746 -3.7609
H1 -3.9477 2.4776 -3.1103
H2 -5.2510 1.5092 -2.4648
H3 -4.9078 1.3702 -4.1377
H4 -4.0804 -0.5555 -2.9119
H5 -3.1916 0.4387 -1.7113
H6 1.5449 -0.6679 -4.6387
H7 1.0761 -1.0211 -2.9717
H8 1.5504 0.6313 -3.4232
C5 0.1314 0.1781 5.2005
C6 -0.2417 1.5706 4.7377
O13 0.8103 2.1860 3.9805
C7 0.7888 1.9507 2.6710
O14 -0.0956 1.3938 2.0974
O15 1.8893 2.4937 2.1431
C8 2.0148 2.4247 0.7470
H9 0.1933 -0.5533 4.4027
H10 -0.5819 -0.1011 5.9795
H11 1.0560 0.2960 5.7784
H12 -0.4738 2.1985 5.5972
H13 -1.1339 1.5886 4.1075
H14 1.0920 2.5801 0.1886
H15 2.5060 1.4988 0.4344
H16 2.6995 3.1862 0.3587
C9 1.2885 -1.4072 -0.1330
C10 2.5951 -2.1121 0.1555
O16 3.4294 -2.1746 -0.9982
C11 4.4007 -1.2939 -1.1531
O17 4.7167 -0.4437 -0.3591
O18 5.0155 -1.5701 -2.3129
C12 6.0385 -0.6524 -2.7052
H17 0.5947 -1.3338 0.7054
H18 0.7441 -1.9189 -0.9278
H19 1.5750 -0.4197 -0.5061
H20 2.4120 -3.1158 0.5403
H21 3.1305 -1.6027 0.9611
H22 6.9538 -1.2426 -2.7648
H23 6.2320 0.1525 -2.0007
H24 5.7538 -0.2342 -3.6680

Across the entries above, largest force on an atom takes the values 8.86, 3.96, 2.62, 2.11, 1.99 eV Å⁻¹, respectively.
Across the entries above, M takes the values 228.34, 260.40, 371.44, 324.33, 546.19 g/mol, respectively.